a | {"formula": "C2H7NS2", "method": "the ωB97M-V functional and the def2-TZVPD basis", "symbols": ["C", "C", "N", "H", "H", "H", "H", "H", "S", "S", "H", "H"], "xyz": [[0.66877, -0.82315, 1.38137], [0.80593, -0.90573, 0.00846], [2.06536, -0.60892, -0.56201], [1.17024, 0.07023, 1.87500], [-0.25476, -0.78907, 1.84616], [0.04576, -1.14303, -0.70701], [2.86238, -0.25475, 0.01770], [1.90382, -0.05878, -1.41506], [-1.84337, 1.70768, 0.05800], [-2.70218, 0.12944, -0.84610], [-0.71129, 2.04811, -0.77560], [-4.01067, 0.62797, -0.88093]], "homo_ev": -8.208, "lumo_energy_ev": 0.32, "smiles": "C=CN.SS"}

=====

b | {"formula": "C2H7NS2", "method": "the ωB97M-V functional and the def2-TZVPD basis", "symbols": ["C", "C", "N", "H", "H", "H", "H", "H", "S", "S", "H", "H"], "xyz": [[1.46700, 0.85412, 0.64594], [1.19206, 0.94582, -0.66422], [0.93865, -0.20461, -1.39575], [1.82740, -0.08884, 1.05288], [1.14857, 1.53236, 1.42845], [1.46351, 1.79824, -1.27937], [1.53581, -0.32694, -2.20440], [0.78266, -1.03270, -0.84035], [-2.14226, -1.80332, 1.49901], [-3.02767, 0.13726, 1.45997], [-2.10715, -1.94151, 0.17303], [-3.07858, 0.13011, 0.12481]], "homo_ev": -8.181, "lumo_energy_ev": 0.14, "smiles": "C=CN.SS"}

=====

Each structure's energy above the most stable one, in hartree: a 0.0075; b 0.0000.